[1]
Molecular formula: C46H50BrF4NO2P2RuSi3
Method: DFT, the ωB97M-V functional and the def2-TZVPD basis

CARTESIAN COORDINATES (ANGSTROEM)
Ru: 0.426 -0.410 0.295
C: -2.916 3.990 1.355
Si: -1.370 2.985 1.700
C: -0.358 3.968 2.961
C: -0.391 3.049 0.076
C: -1.766 1.221 2.293
Si: -3.570 0.691 2.410
C: -4.564 0.983 0.852
C: -4.314 1.709 3.816
C: -3.740 -1.134 2.814
Si: -0.667 0.424 3.583
C: -0.758 -1.401 3.949
C: -1.064 1.220 5.242
C: 1.141 0.862 3.095
C: 2.068 1.232 4.069
C: 3.276 1.805 3.717
C: 3.553 1.995 2.375
C: 2.641 1.533 1.450
N: 1.475 0.972 1.787
H: -2.635 5.047 1.350
H: -3.705 3.863 2.095
H: -3.331 3.759 0.374
H: -0.966 4.773 3.377
H: 0.499 4.427 2.464
H: 0.028 3.395 3.796
H: 0.547 3.583 0.226
H: -0.964 3.575 -0.687
H: -0.145 2.074 -0.356
H: -4.482 1.992 0.456
H: -5.614 0.809 1.102
H: -4.298 0.271 0.067
H: -3.828 2.675 3.952
H: -4.250 1.174 4.764
H: -5.370 1.892 3.610
H: -4.625 -1.534 2.317
H: -3.862 -1.300 3.886
H: -2.885 -1.722 2.480
H: -1.675 -1.613 4.500
H: 0.086 -1.643 4.602
H: -0.718 -2.052 3.083
H: -2.002 0.786 5.595
H: -1.190 2.298 5.221
H: -0.305 0.973 5.988
H: 1.816 1.103 5.114
H: 3.981 2.117 4.476
H: 4.465 2.471 2.042
H: 2.845 1.621 0.388
F: 0.077 -3.014 -7.355
C: -0.130 -2.421 -6.191
C: -0.568 -1.114 -6.140
F: -0.795 -0.446 -7.263
C: -0.786 -0.502 -4.914
F: -1.274 0.738 -4.985
C: -0.540 -1.144 -3.701
P: -0.835 -0.322 -2.066
C: -2.580 -0.786 -1.826
C: -2.881 -1.765 -0.885
C: -4.177 -2.261 -0.787
C: -5.170 -1.774 -1.618
C: -4.875 -0.787 -2.554
C: -3.586 -0.301 -2.668
C: -0.821 1.455 -2.471
C: 0.292 1.984 -3.123
C: 0.352 3.334 -3.423
C: -0.707 4.168 -3.085
C: -1.804 3.652 -2.414
C: -1.852 2.303 -2.086
C: -0.185 -2.494 -3.790
Br: -0.251 -3.625 -2.302
C: 0.031 -3.116 -5.005
F: 0.363 -4.401 -5.070
H: -2.114 -2.157 -0.228
H: -4.396 -3.035 -0.064
H: -6.177 -2.164 -1.545
H: -5.651 -0.402 -3.202
H: -3.365 0.454 -3.412
H: 1.101 1.330 -3.426
H: 1.214 3.735 -3.939
H: -0.676 5.216 -3.349
H: -2.628 4.298 -2.144
H: -2.699 1.919 -1.535
O: -0.224 -4.445 0.929
C: 0.449 -3.449 0.848
O: -0.041 -2.235 1.018
C: 1.953 -3.543 0.580
P: 2.711 -1.924 0.190
C: 4.426 -2.118 0.789
C: 5.150 -3.278 0.511
C: 6.445 -3.421 0.980
C: 7.031 -2.412 1.734
C: 6.315 -1.262 2.022
C: 5.015 -1.120 1.554
C: 2.992 -1.834 -1.622
C: 2.904 -0.582 -2.224
C: 3.218 -0.407 -3.566
C: 3.598 -1.497 -4.333
C: 3.674 -2.756 -3.750
C: 3.390 -2.918 -2.404
H: 2.129 -4.299 -0.182
H: 2.413 -3.902 1.504
H: 4.713 -4.081 -0.068
H: 6.996 -4.326 0.761
H: 8.042 -2.529 2.100
H: 6.762 -0.477 2.617
H: 4.454 -0.224 1.793
H: 2.612 0.286 -1.635
H: 3.180 0.581 -4.006
H: 3.845 -1.367 -5.378
H: 3.966 -3.612 -4.343
H: 3.457 -3.909 -1.974

Calculated values
Charge: +1
Lowest unoccupied orbital energy (spin up / spin down) in eV: -2.40 / -4.24
Strongest force on any atom in eV Å⁻¹: 1.196
<S²>: 8.766
Spin multiplicity: 6
DFT total energy in eV: -179798.064

[2]
Molecular formula: C27H64Cl6NO13P3
Method: DFT, the ωB97M-V functional and the def2-TZVPD basis

CARTESIAN COORDINATES (ANGSTROEM)
C: 7.898 -1.430 9.305
O: 9.021 -1.477 9.871
N: 6.744 -1.347 9.983
C: 6.700 -0.991 11.435
C: 5.485 -1.528 9.255
H: 7.771 -1.467 8.212
H: 6.234 -1.669 12.150
H: 6.162 -0.052 11.564
H: 7.687 -0.892 11.885
H: 5.742 -1.681 8.207
H: 4.819 -2.315 9.607
H: 4.899 -0.614 9.352
Cl: 1.125 -6.652 7.042
C: 0.890 -8.089 8.076
C: 1.985 -8.101 9.138
Cl: 1.690 -9.484 10.208
H: 0.894 -9.051 7.564
H: -0.115 -7.986 8.486
H: 1.816 -7.218 9.754
H: 2.989 -8.095 8.713
Cl: -0.595 -11.644 1.432
C: -0.982 -13.262 1.934
C: -1.027 -14.184 0.698
Cl: 0.354 -14.203 -0.310
H: -1.914 -13.226 2.497
H: -0.199 -13.595 2.616
H: -1.826 -13.734 0.109
H: -1.287 -15.194 1.015
Cl: 0.757 -4.751 14.942
C: -0.587 -5.710 15.671
C: -1.958 -5.160 15.468
Cl: -2.472 -5.511 13.793
H: -0.302 -5.789 16.721
H: -0.532 -6.751 15.352
H: -2.022 -4.077 15.573
H: -2.571 -5.675 16.208
C: 12.398 -6.712 20.036
C: 11.908 -6.711 18.649
O: 12.921 -6.981 17.745
P: 12.702 -6.673 16.142
O: 13.824 -7.208 15.281
O: 11.285 -7.474 15.881
C: 11.006 -7.799 14.518
C: 9.926 -6.862 14.047
O: 12.275 -5.096 16.065
C: 13.160 -4.216 15.499
C: 13.307 -3.045 16.511
H: 13.083 -5.873 20.159
H: 11.551 -6.680 20.721
H: 12.851 -7.678 20.260
H: 11.200 -7.534 18.550
H: 11.378 -5.776 18.465
H: 11.904 -7.794 13.900
H: 10.634 -8.814 14.658
H: 9.036 -6.829 14.675
H: 10.328 -5.895 13.745
H: 9.500 -7.477 13.255
H: 14.163 -4.626 15.388
H: 12.766 -3.911 14.530
H: 12.343 -2.577 16.715
H: 13.711 -3.440 17.443
H: 13.951 -2.225 16.194
C: 4.275 -17.620 11.091
C: 3.718 -16.721 9.924
O: 2.969 -17.502 9.073
P: 2.248 -16.962 7.735
O: 1.647 -18.053 6.902
O: 1.161 -15.902 8.189
C: -0.142 -16.307 8.743
C: -0.090 -17.209 9.995
O: 3.410 -16.048 7.068
C: 4.559 -16.661 6.579
C: 4.871 -18.103 7.056
H: 5.082 -18.323 10.885
H: 4.676 -16.889 11.794
H: 3.399 -18.074 11.553
H: 3.000 -15.959 10.228
H: 4.467 -16.163 9.362
H: -0.740 -15.407 8.886
H: -0.666 -16.839 7.948
H: 0.102 -16.592 10.872
H: -1.048 -17.684 10.208
H: 0.689 -17.968 9.933
H: 4.455 -16.633 5.494
H: 5.405 -15.984 6.694
H: 4.051 -18.819 7.015
H: 5.637 -18.402 6.340
H: 5.414 -18.164 7.999
C: -6.005 -4.948 2.773
C: -5.403 -5.127 1.415
O: -5.968 -4.299 0.378
P: -7.123 -4.829 -0.615
O: -7.384 -3.853 -1.768
O: -8.458 -4.962 0.367
C: -9.174 -3.758 0.774
C: -10.219 -4.209 1.845
O: -6.796 -6.396 -0.923
C: -6.356 -6.807 -2.219
C: -6.366 -8.313 -2.277
H: -5.809 -4.000 3.275
H: -7.033 -4.621 2.615
H: -5.928 -5.867 3.354
H: -4.367 -4.873 1.637
H: -5.364 -6.187 1.164
H: -8.459 -3.073 1.230
H: -9.672 -3.330 -0.096
H: -9.885 -4.437 2.857
H: -10.904 -3.375 1.996
H: -10.787 -5.054 1.456
H: -7.012 -6.319 -2.940
H: -5.408 -6.414 -2.588
H: -6.086 -8.501 -3.314
H: -5.687 -8.751 -1.546
H: -7.352 -8.732 -2.077

Calculated values
SMILES: CCOP(=O)(OCC)OCC.CCOP(=O)(OCC)OCC.CCOP(=O)(OCC)OCC.CN(C)C=O.ClCCCl.ClCCCl.ClCCCl
Charge: 0
Lowest unoccupied orbital energy in eV: 0.24
Strongest force on any atom in eV Å⁻¹: 4.002
Energy relative to the best compared isomer or geometry (same formula, charge and spin) in eV: 2.702
DFT total energy in eV: -160151.054

[3]
Molecular formula: C9H14O
Method: DFT, the ωB97M-V functional and the def2-TZVPD basis

CARTESIAN COORDINATES (ANGSTROEM)
C: 0.389 -2.196 -1.055
C: 2.128 -1.301 0.403
C: 1.211 -1.095 -0.622
C: 2.605 -0.191 1.126
C: 1.092 0.194 -1.137
C: 2.505 1.064 0.533
C: 1.830 1.278 -0.702
H: 2.092 -2.333 0.662
H: 3.248 -0.332 1.979
H: 0.174 -2.269 -2.082
H: -0.571 -2.245 -0.602
H: 0.264 0.202 -1.872
H: 2.908 1.961 0.898
H: 2.093 2.102 -1.296
H: 0.856 -3.053 -0.559
C: -2.054 0.542 0.259
C: -2.977 1.160 1.339
O: -2.271 0.778 -1.192
H: -1.093 0.693 0.381
H: -2.148 -0.586 0.204
H: -3.615 0.541 1.916
H: -2.682 1.601 -1.325
H: -3.699 1.880 0.785
H: -2.284 1.605 1.957

Calculated values
SMILES: Cc1ccccc1.CCO
Charge: 0
Lowest unoccupied orbital energy in eV: 0.95
Strongest force on any atom in eV Å⁻¹: 6.757
Energy relative to the best compared isomer or geometry (same formula, charge and spin) in eV: 2.470
DFT total energy in eV: -11605.166

[4]
Molecular formula: C18H27O2Ti
Method: DFT, the ωB97M-V functional and the def2-TZVPD basis

CARTESIAN COORDINATES (ANGSTROEM)
Ti: 0.564 -0.304 0.464
C: 0.942 -1.952 2.113
C: -0.491 -1.847 2.077
C: -0.931 -2.191 0.751
H: -1.117 -1.658 2.937
C: 0.224 -2.557 -0.025
C: 1.387 -2.414 0.816
H: 2.404 -2.695 0.551
H: 1.562 -1.801 3.003
H: -1.974 -2.263 0.424
H: 0.211 -2.985 -1.030
C: 1.999 1.365 1.366
C: 2.720 0.166 1.042
C: 2.660 -0.047 -0.378
H: 3.287 -0.427 1.763
C: 1.921 1.061 -0.933
C: 1.485 1.904 0.133
H: 0.898 2.801 0.017
H: 1.940 1.818 2.330
H: 3.079 -0.862 -0.937
H: 1.820 1.283 -1.978
O: -0.062 -0.089 -1.464
C: -0.330 -0.221 -3.054
C: -1.893 0.014 -2.889
C: 0.203 -1.557 -3.415
C: 0.293 0.895 -3.847
C: -1.541 0.440 -1.502
H: -2.461 -0.906 -2.934
H: -2.374 0.710 -3.590
H: -1.557 1.549 -1.454
H: -2.074 -0.108 -0.625
H: -0.337 -1.846 -4.330
H: 0.138 -2.337 -2.649
H: 1.273 -1.442 -3.648
H: -0.242 0.847 -4.810
H: 1.353 0.723 -4.017
H: 0.171 1.868 -3.392
C: -2.476 1.794 2.573
C: -0.999 1.454 2.519
C: -0.571 0.886 3.864
O: -0.750 0.612 1.394
H: -3.058 0.882 2.789
H: -2.803 2.230 1.613
H: -2.621 2.523 3.392
H: -0.410 2.370 2.333
H: -1.148 -0.029 4.111
H: 0.510 0.678 3.920
H: -0.825 1.663 4.602

Calculated values
Charge: -2
Lowest unoccupied orbital energy (spin up / spin down) in eV: 3.99 / 3.98
Strongest force on any atom in eV Å⁻¹: 6.840
<S²>: 0.754
Spin multiplicity: 2
DFT total energy in eV: -46308.663

Look up the charge of the fourth one. -2

What is the formula in the second record? C27H64Cl6NO13P3

Repeat the fourth record exactly.
Molecular formula: C18H27O2Ti
Method: DFT, the ωB97M-V functional and the def2-TZVPD basis

CARTESIAN COORDINATES (ANGSTROEM)
Ti: 0.564 -0.304 0.464
C: 0.942 -1.952 2.113
C: -0.491 -1.847 2.077
C: -0.931 -2.191 0.751
H: -1.117 -1.658 2.937
C: 0.224 -2.557 -0.025
C: 1.387 -2.414 0.816
H: 2.404 -2.695 0.551
H: 1.562 -1.801 3.003
H: -1.974 -2.263 0.424
H: 0.211 -2.985 -1.030
C: 1.999 1.365 1.366
C: 2.720 0.166 1.042
C: 2.660 -0.047 -0.378
H: 3.287 -0.427 1.763
C: 1.921 1.061 -0.933
C: 1.485 1.904 0.133
H: 0.898 2.801 0.017
H: 1.940 1.818 2.330
H: 3.079 -0.862 -0.937
H: 1.820 1.283 -1.978
O: -0.062 -0.089 -1.464
C: -0.330 -0.221 -3.054
C: -1.893 0.014 -2.889
C: 0.203 -1.557 -3.415
C: 0.293 0.895 -3.847
C: -1.541 0.440 -1.502
H: -2.461 -0.906 -2.934
H: -2.374 0.710 -3.590
H: -1.557 1.549 -1.454
H: -2.074 -0.108 -0.625
H: -0.337 -1.846 -4.330
H: 0.138 -2.337 -2.649
H: 1.273 -1.442 -3.648
H: -0.242 0.847 -4.810
H: 1.353 0.723 -4.017
H: 0.171 1.868 -3.392
C: -2.476 1.794 2.573
C: -0.999 1.454 2.519
C: -0.571 0.886 3.864
O: -0.750 0.612 1.394
H: -3.058 0.882 2.789
H: -2.803 2.230 1.613
H: -2.621 2.523 3.392
H: -0.410 2.370 2.333
H: -1.148 -0.029 4.111
H: 0.510 0.678 3.920
H: -0.825 1.663 4.602

Calculated values
Charge: -2
Lowest unoccupied orbital energy (spin up / spin down) in eV: 3.99 / 3.98
Strongest force on any atom in eV Å⁻¹: 6.840
<S²>: 0.754
Spin multiplicity: 2
DFT total energy in eV: -46308.663

Look up the strongest force on any atom of the fourth one. 6.840 eV Å⁻¹